Entry 1:
C5H8N | wB97M-V/def2-TZVPD

```
14
Properties=species:S:1:pos:R:3:forces:R:3:mulliken_charge:R:1
C 1.97297 0.14279 0.15938 1.858 -0.249 2.267 -0.710
N 0.77999 -0.49523 -0.44055 0.839 -3.579 0.861 -0.112
C -0.48856 -0.23580 0.27791 -1.656 2.699 -3.077 -0.050
C -1.77505 -0.88774 -0.16477 -0.127 -0.792 -1.253 -0.679
C -2.57952 0.19441 0.10856 3.107 -0.242 0.294 -0.061
C -1.38905 0.89666 -0.23396 -0.782 -1.812 2.666 -0.461
H 1.62876 0.53563 1.14661 0.529 -0.255 -0.757 0.293
H 2.76973 -0.64802 0.36463 -1.164 1.038 -0.321 0.334
H 2.49405 0.96735 -0.36444 -1.002 -0.546 -0.329 0.309
H 0.86980 -1.57674 -0.34397 0.073 2.034 -0.190 0.433
H 0.78816 -0.39762 -1.42314 -0.624 0.584 -1.583 0.356
H -0.31347 -0.44025 1.26970 0.331 0.265 2.350 0.539
H -3.54569 0.19671 0.49831 -1.616 0.752 -0.166 0.463
H -1.21211 1.74786 -0.85427 0.234 0.102 -0.763 0.346
```
Forces are in eV/Å.

For the lowest unoccupied orbital energy, the calculation gives -3.897 eV. The energy above the lowest of the compared OMol25 structures with the same formula, charge and spin is 522.2 kJ/mol. As for the total charge: +1. The calculation puts the orbital gap at 9.30 eV. The calculation puts the strongest force on any atom at 4.41 eV/Å. The calculated total energy is -249.6263 a.u. The multiplicity is 1.

Entry 2:
C5H8N | wB97M-V/def2-TZVPD

```
14
Properties=species:S:1:pos:R:3:forces:R:3:mulliken_charge:R:1
C -1.35705 1.95326 -1.74038 1.460 -1.233 -0.091 -0.459
C -1.37586 2.84311 -2.55575 -0.261 0.416 -0.050 0.393
C -0.99632 0.70998 -1.06513 -1.691 1.903 -0.795 0.191
C -0.16103 0.18009 2.11906 -2.654 0.816 0.339 -1.237
C 1.22240 -0.07200 -1.93813 1.274 -3.258 0.832 -0.723
N 0.00261 0.01426 -1.26266 0.284 1.045 -0.515 0.120
H -1.83614 0.46092 -0.45530 -0.141 -1.070 1.132 0.414
H -1.13917 -0.21846 2.29548 -0.929 -0.304 1.070 0.405
H 0.41048 0.05861 2.96857 1.352 -0.451 1.609 0.321
H -0.40502 1.22368 1.99945 0.651 0.416 -0.917 0.303
H 1.18386 -0.99892 -2.56369 -0.022 1.037 -0.016 0.346
H 1.60829 0.79487 -2.44470 -0.523 0.865 -0.337 0.375
H 2.00335 -0.33063 -1.18452 -0.384 0.337 -0.190 0.321
H 0.04199 -0.48577 1.35360 1.582 -0.519 -2.071 0.231
```
Forces are in eV/Å.

For the lowest unoccupied orbital energy (alpha / beta), the calculation gives -8.592 / -7.894 eV. The energy above the lowest of the compared OMol25 structures with the same formula, charge and spin is 924.2 kJ/mol. As for the total charge: +1. The calculation puts the orbital gap (alpha / beta) at 7.46 / 8.12 eV. The calculation puts the strongest force on any atom at 3.60 eV/Å. The calculated total energy is -249.4731 a.u. The multiplicity is 1.

Entry 3:
C5H8N | wB97M-V/def2-TZVPD

```
14
Properties=species:S:1:pos:R:3:forces:R:3:mulliken_charge:R:1
C -2.61272 0.00430 0.02684 1.043 1.112 0.960 -0.909
C -0.21073 -1.19491 -0.03917 -0.481 2.316 3.529 -0.346
C -0.23008 0.80686 0.29039 1.287 0.423 0.379 0.256
C -1.28850 -0.10794 0.19165 -3.294 -1.147 -1.282 0.323
C 2.12585 0.03863 0.02299 0.131 0.783 -0.402 -0.912
N 0.74150 -0.01971 0.16199 -1.029 -1.384 -0.349 0.067
H -3.17318 0.91067 0.10639 0.633 1.259 0.131 0.283
H -3.38351 -0.68992 -0.04415 -0.336 -2.318 -0.509 0.329
H -0.18432 -1.91316 0.77646 0.369 -0.190 -0.270 0.298
H -0.07673 -1.46703 -1.00125 -0.003 -1.525 -3.038 0.363
H 0.63674 3.37004 -0.39994 0.094 0.260 -0.091 0.042
H 2.42440 0.76000 0.66852 1.381 2.197 2.017 0.414
H 2.71652 -0.78607 0.14378 0.468 -2.973 1.365 0.378
H 2.51476 0.28825 -0.90451 -0.263 1.188 -2.441 0.412
```
Forces are in eV/Å.

For the lowest unoccupied orbital energy (alpha / beta), the calculation gives -5.456 / -6.797 eV. The energy above the lowest of the compared OMol25 structures with the same formula, charge and spin is 486.9 kJ/mol. As for the total charge: +1. The calculation puts the orbital gap (alpha / beta) at 8.82 / 8.56 eV. The calculation puts the strongest force on any atom at 4.25 eV/Å. The calculated total energy is -249.5106 a.u. The multiplicity is 3.

Entry 4:
C5H8N | wB97M-V/def2-TZVPD

```
14
Properties=species:S:1:pos:R:3:forces:R:3:mulliken_charge:R:1
C -0.29531 -2.54496 -0.74458 0.544 -7.398 -1.601 -1.108
C -0.51524 -1.25825 -0.42612 -2.098 8.858 1.677 -0.058
C 0.38400 -0.18446 0.02705 -2.696 0.498 0.326 0.029
C -0.02987 1.28835 -0.36191 0.390 -1.522 -0.603 -0.104
C -0.21639 0.93940 0.99556 -1.975 0.079 1.289 -0.144
N 0.81452 2.02119 0.60320 -0.726 -1.869 0.062 -0.185
H -1.09482 -3.24321 -0.98964 -0.076 0.460 0.485 0.299
H 0.63415 -3.01131 -0.85963 1.464 -0.130 -0.333 0.353
H -1.56159 -0.91196 -0.65074 1.156 0.054 0.124 0.230
H 1.40408 -0.33705 0.22786 1.280 -0.550 0.022 0.394
H -0.64979 1.52168 -1.19721 -0.006 0.924 -0.257 0.375
H -1.13652 1.24055 1.65315 2.051 -0.945 -1.039 0.319
H 1.75083 1.60660 0.65204 0.083 1.263 0.360 0.286
H 0.51195 2.87344 1.07099 0.608 0.277 -0.514 0.314
```
Forces are in eV/Å.

For the lowest unoccupied orbital energy (alpha / beta), the calculation gives -3.284 / -6.533 eV. The energy above the lowest of the compared OMol25 structures with the same formula, charge and spin is 458.5 kJ/mol. As for the total charge: +1. The calculation puts the orbital gap (alpha / beta) at 6.53 / 9.74 eV. The calculation puts the strongest force on any atom at 9.26 eV/Å. The calculated total energy is -249.5215 a.u. The multiplicity is 3.

Entry 5:
C5H8N | wB97M-V/def2-TZVPD

```
14
Properties=species:S:1:pos:R:3:forces:R:3:mulliken_charge:R:1
C -1.20211 0.03239 0.66598 1.463 -0.752 3.005 -0.264
C -1.11009 -0.00365 -0.79102 1.764 -0.869 -3.774 -0.428
C 1.08884 1.13739 -0.08815 -5.540 0.000 -3.039 -0.363
C 1.02039 -1.04178 0.26520 -1.488 -2.621 -0.162 -0.421
C 0.27982 0.21306 0.74183 -0.865 2.630 10.345 0.262
N 0.59311 -0.18842 -0.73458 0.177 0.673 -8.201 -0.050
H -1.77765 0.74233 1.25359 -0.283 0.096 -0.642 0.339
H -1.36093 -0.98888 0.98354 -0.621 -0.040 0.603 0.246
H -1.32134 -0.92402 -1.36211 -0.659 0.420 0.532 0.295
H -1.48157 0.90284 -1.30197 0.932 -0.349 -0.051 0.300
H 0.52897 1.90429 -0.63735 0.831 0.121 0.476 0.222
H 2.03585 1.28011 0.24447 2.930 0.159 0.613 0.327
H 2.05630 -1.04262 0.22466 2.097 0.467 0.972 0.306
H 0.65039 -2.02306 0.53590 -0.738 0.065 -0.678 0.229
```
Forces are in eV/Å.

For the lowest unoccupied orbital energy (alpha / beta), the calculation gives -3.435 / -8.564 eV. The energy above the lowest of the compared OMol25 structures with the same formula, charge and spin is 643.1 kJ/mol. As for the total charge: +1. The calculation puts the orbital gap (alpha / beta) at 7.17 / 8.45 eV. The calculation puts the strongest force on any atom at 10.71 eV/Å. The calculated total energy is -249.4511 a.u. The multiplicity is 3.

Entry 6:
C5H8N | wB97M-V/def2-TZVPD

```
14
Properties=species:S:1:pos:R:3:forces:R:3:mulliken_charge:R:1
C 3.00282 -0.20470 -0.50049 0.477 -0.407 -0.745 -0.016
C 2.81669 0.74630 0.45953 -1.490 -1.337 -2.080 -0.042
C -0.71936 0.02787 -1.00912 6.287 -2.381 -4.436 -0.944
C 1.70727 0.24872 -0.23193 2.391 -0.400 0.895 0.024
C -2.21778 -0.53980 0.91020 -0.128 -0.477 0.014 -0.785
N -1.67512 0.16792 -0.19327 -7.407 4.068 2.913 -0.069
H 3.82699 -0.79374 -1.04634 -1.725 0.900 0.886 0.358
H 3.34580 1.37609 1.08973 0.572 1.102 1.328 0.408
H -0.46126 0.84482 -1.66313 -0.089 -0.241 -0.153 0.415
H -0.28162 -1.00657 -1.13974 -0.564 1.142 -0.167 0.425
H -1.53688 -0.30295 1.68332 0.693 -0.445 1.633 0.352
H -3.11198 0.01367 1.11401 -0.716 -0.336 0.501 0.285
H -2.42446 -1.63511 0.85742 0.407 0.801 -0.451 0.298
H -2.27112 1.05746 -0.33020 1.292 -1.989 -0.139 0.292
```
Forces are in eV/Å.

For the lowest unoccupied orbital energy (alpha / beta), the calculation gives -4.533 / -7.947 eV. The energy above the lowest of the compared OMol25 structures with the same formula, charge and spin is 593.9 kJ/mol. As for the total charge: +1. The calculation puts the orbital gap (alpha / beta) at 4.69 / 6.32 eV. The calculation puts the strongest force on any atom at 8.94 eV/Å. The calculated total energy is -249.4699 a.u. The multiplicity is 3.

Entry 7:
C5H8N2 | wB97M-V/def2-TZVPD

```
15
Properties=species:S:1:pos:R:3:forces:R:3:mulliken_charge:R:1
H -1.68377 -1.35111 1.75267 0.106 0.085 0.046 0.229
N -0.86795 -0.74127 1.73670 -0.027 -0.111 -0.186 -0.752
C -0.53976 -0.49272 0.53038 0.013 0.152 0.077 0.337
C -1.22929 -0.77961 -0.78770 -0.104 -0.048 0.054 -0.484
C -0.20821 -0.36766 -1.82060 0.023 0.146 0.038 -0.597
C 0.74325 0.31747 -1.17906 -0.032 -0.005 -0.054 -0.189
N 0.53654 0.31268 0.20342 -0.101 -0.185 0.024 0.101
C 1.26838 1.02576 1.21352 0.125 0.047 0.066 -0.922
H -1.68208 -1.76744 -0.89599 0.197 0.081 0.128 0.394
H -2.03868 -0.03820 -0.72827 -0.174 -0.162 -0.479 0.218
H -0.24976 -0.57607 -2.88121 -0.055 0.144 0.185 0.395
H 1.60189 0.84439 -1.58184 -0.108 -0.170 0.071 0.341
H 1.41172 0.36466 2.06914 0.085 0.100 -0.027 0.327
H 2.23099 1.34706 0.81618 -0.023 -0.039 0.037 0.322
H 0.70673 1.90205 1.55266 0.077 -0.033 0.018 0.280
```
Forces are in eV/Å.

For the lowest unoccupied orbital energy, the calculation gives 0.999 eV. The energy above the lowest of the compared OMol25 structures with the same formula, charge and spin is 76.1 kJ/mol. The calculation puts the orbital gap at 8.83 eV. The calculation puts the strongest force on any atom at 0.53 eV/Å. The calculated total energy is -304.8065 a.u. The multiplicity is 1.

Entry 8:
C5H8N2 | wB97M-V/def2-TZVPD

```
15
Properties=species:S:1:pos:R:3:forces:R:3:mulliken_charge:R:1
C -2.13527 -0.43411 0.20105 -0.276 -0.018 -0.041 -0.723
N -0.83016 -0.02405 -0.28846 -0.083 0.417 0.038 0.723
C -0.13266 -0.62910 -1.35358 0.118 -0.111 -0.171 -0.077
C 1.08755 -0.03591 -1.53908 -0.165 -0.342 0.729 -0.873
C 1.78619 0.21981 0.89708 0.445 0.070 -0.048 -1.119
C 1.07743 0.90258 -0.36255 0.185 -0.041 0.497 0.250
N -0.25575 0.95541 0.24746 -0.351 -0.419 -0.218 -0.764
H -2.79740 0.40740 0.01430 -0.244 -0.145 0.148 0.295
H -2.09022 -0.66036 1.26868 0.069 0.131 -0.201 0.292
H -2.46723 -1.31549 -0.34714 0.056 0.146 0.004 0.270
H -0.65105 -1.46312 -1.81411 0.190 0.145 -0.115 0.324
H 2.83693 0.47430 0.84377 0.234 -0.114 0.031 0.327
H 1.69454 -0.87515 0.90952 -0.103 0.371 -0.409 0.312
H 1.38540 0.57118 1.85813 0.150 0.237 -0.482 0.334
H 1.49169 1.90660 -0.53507 -0.224 -0.326 0.238 0.429
```
Forces are in eV/Å.

For the lowest unoccupied orbital energy, the calculation gives -0.038 eV. The energy above the lowest of the compared OMol25 structures with the same formula, charge and spin is 422.2 kJ/mol. The calculation puts the orbital gap at 7.89 eV. The calculation puts the strongest force on any atom at 0.82 eV/Å. The calculated total energy is -304.6747 a.u. The multiplicity is 1.

Question: Among the records above, which one has the highest strongest force on any atom?
Answer: number 5